59
Properties=species:S:1:pos:R:3:forces:R:3:mulliken_charge:R:1 method="wB97M-V/def2-TZVPD" gap_ev=4.950 charge=-1 lumo_ev=2.48 spin_multiplicity=1 homo_energy_ev=-2.470 de_lowest_kj_mol=65.4
Sr 0.651 -0.475 -1.525 -0.4 0.0 0.1 0.943
C -2.607 -0.783 1.816 0.0 0.0 0.0 -1.065
C -1.195 -1.081 2.299 0.0 0.0 0.0 0.043
N -0.281 0.045 2.180 0.0 0.0 0.0 0.004
C 1.049 -0.217 2.738 0.0 0.0 -0.1 -0.861
C 2.138 -0.057 1.685 -0.1 0.0 0.0 -0.646
N 2.186 -1.148 0.715 0.2 0.1 -0.4 0.343
C 2.697 -2.443 1.173 0.0 0.0 0.1 -1.255
C 1.716 -3.605 1.034 0.0 0.0 0.0 -0.207
C 1.261 -3.939 -0.397 0.0 0.0 0.1 -1.154
N 0.159 -3.107 -0.858 0.0 0.0 0.1 0.393
C -1.128 -3.498 -0.300 -0.1 0.0 0.0 -1.028
C -2.250 -2.544 -0.708 0.0 0.0 0.1 -1.295
N -1.897 -1.128 -0.549 -0.1 0.1 -0.1 0.361
C -2.734 -0.353 0.349 0.0 -0.1 0.1 -1.030
H -3.059 -0.011 2.451 0.0 0.0 0.0 0.448
H -3.198 -1.689 1.978 0.0 0.0 0.0 0.385
H -0.777 -1.885 1.700 0.0 0.0 0.0 -0.388
H -1.259 -1.446 3.339 0.0 0.0 0.0 0.334
H -0.687 0.866 2.609 0.0 0.0 0.0 0.237
H 1.081 -1.225 3.167 0.0 0.0 0.0 0.275
H 1.266 0.473 3.560 0.0 0.0 0.0 0.454
H 3.116 0.131 2.153 0.0 -0.1 0.1 0.357
H 1.868 0.838 1.123 0.2 0.2 0.0 0.004
H 2.799 -0.817 -0.026 0.1 0.0 0.0 0.395
H 3.011 -2.371 2.222 0.0 0.0 0.0 0.359
H 3.600 -2.685 0.602 0.0 0.0 0.0 0.410
H 0.843 -3.412 1.662 0.0 0.0 0.0 0.099
H 2.203 -4.493 1.451 0.0 0.0 0.0 0.394
H 0.999 -5.009 -0.434 0.0 0.0 0.0 0.378
H 2.107 -3.808 -1.079 0.0 0.0 0.0 0.405
H 0.061 -3.082 -1.880 0.0 0.0 -0.1 0.329
H -1.043 -3.530 0.788 0.0 0.0 0.0 0.499
H -1.403 -4.521 -0.610 0.0 0.0 0.0 0.446
H -3.146 -2.793 -0.126 0.0 0.0 0.0 0.308
H -2.466 -2.697 -1.770 0.0 0.0 0.0 0.520
H -1.942 -0.772 -1.534 0.1 -0.1 0.2 0.082
H -3.802 -0.411 0.081 0.0 0.0 0.0 0.363
H -2.444 0.697 0.251 0.0 0.0 0.0 0.243
O 4.233 2.088 -0.835 0.0 0.0 -0.1 -0.759
C 3.172 1.719 -1.344 -0.1 -0.1 0.1 0.191
O 2.862 0.593 -1.833 0.3 -0.1 0.4 -0.831
C 2.020 2.738 -1.350 -0.2 -0.1 0.1 0.386
C 2.276 4.117 -1.163 0.0 0.1 0.0 -0.569
C 1.229 4.987 -1.143 0.0 0.0 0.0 -0.651
C -0.087 4.503 -1.342 0.0 -0.2 0.0 1.245
C -1.223 5.341 -1.372 -0.1 0.0 0.0 -0.776
C -2.461 4.814 -1.619 0.1 0.1 0.0 -0.510
C -2.612 3.435 -1.867 0.0 -0.1 0.0 -0.658
C -1.532 2.596 -1.831 -0.1 0.0 0.0 -0.429
C -0.250 3.111 -1.539 0.1 0.3 0.1 -0.283
N 0.809 2.255 -1.492 0.0 0.1 -0.2 -0.021
H 3.302 4.424 -1.022 0.0 0.0 0.0 0.493
H 1.380 6.051 -0.992 0.0 0.0 0.0 0.382
H -1.094 6.405 -1.210 0.0 0.0 0.0 0.360
H -3.332 5.458 -1.649 0.0 0.0 0.0 0.366
H -3.590 3.041 -2.111 0.0 0.0 0.0 0.441
H -1.627 1.545 -2.100 0.0 0.0 0.0 0.630
S -0.966 -1.236 -3.514 0.0 0.0 -0.3 -0.888

65
Properties=species:S:1:pos:R:3:forces:R:3:mulliken_charge:R:1 method="wB97M-V/def2-TZVPD" gap_ev=7.826 charge=0 lumo_ev=0.02 spin_multiplicity=1 homo_energy_ev=-7.805
C -0.228 -3.449 9.314 0.0 -1.0 0.2 -0.669
N 0.679 -2.727 8.439 1.5 3.4 0.9 0.807
O 0.427 -2.568 7.266 0.1 -0.7 0.2 -0.490
O 1.587 -2.112 9.055 -1.1 -1.4 -1.4 -0.503
H 0.198 -3.301 10.306 -0.5 -0.2 -0.1 0.314
H -0.168 -4.486 8.983 -0.3 -0.1 0.3 0.267
H -1.237 -3.060 9.180 0.2 0.0 0.0 0.274
C -2.144 0.826 1.406 -0.6 0.7 1.1 -0.764
N -1.716 1.726 0.271 0.7 -3.3 -0.7 0.905
O -1.135 1.203 -0.672 0.0 -0.2 0.6 -0.534
O -2.033 2.855 0.296 -0.8 2.9 0.5 -0.519
H -1.360 0.610 2.132 0.6 -0.4 -0.9 0.297
H -2.688 -0.042 1.036 0.5 0.1 -0.1 0.290
H -2.783 1.422 2.058 -0.4 0.1 -0.5 0.319
C 5.890 4.075 1.482 0.3 0.1 -0.2 -0.212
C 5.597 5.593 1.739 0.1 -1.1 1.4 -0.190
O 4.818 5.641 2.945 -2.1 -1.9 1.3 -0.338
S 4.202 4.170 3.442 -0.1 -1.1 0.4 1.080
O 2.796 4.010 3.101 2.4 0.7 -0.2 -0.503
O 4.551 3.806 4.807 0.0 1.3 -2.3 -0.522
O 5.198 3.285 2.452 -1.2 1.1 0.8 -0.333
H 6.943 3.809 1.573 0.0 0.3 0.1 0.241
H 5.577 3.775 0.482 -0.2 0.1 0.1 0.266
H 5.043 6.017 0.901 0.3 0.3 0.2 0.253
H 6.426 6.138 2.189 0.6 0.2 -1.6 0.258
N 4.687 -4.864 -2.366 -0.3 4.0 0.7 -0.053
C 3.764 -4.453 -1.461 -3.1 -3.2 2.3 -0.294
C 3.153 -3.215 -1.677 0.8 -2.7 2.1 -0.630
C 3.987 -2.724 -2.615 2.0 2.8 -2.5 -0.145
C 4.943 -3.619 -2.963 1.7 -1.8 -2.4 -0.611
H 5.263 -5.691 -2.304 -0.1 0.5 0.0 0.242
H 3.554 -5.238 -0.750 -0.7 0.2 0.4 0.365
H 2.418 -2.653 -1.120 0.0 -0.5 0.1 0.384
H 3.975 -1.693 -2.935 0.1 -0.1 -0.4 0.366
H 5.772 -3.633 -3.655 -0.2 0.7 -0.2 0.376
N 0.578 6.206 -3.963 -0.4 -0.4 0.6 0.050
C 0.642 6.711 -5.166 1.4 2.1 -4.1 -0.469
C 1.968 6.599 -5.667 -2.3 0.1 -0.2 -0.295
C 2.686 5.851 -4.732 -0.9 0.9 0.3 -0.352
C 1.787 5.691 -3.686 1.9 -1.8 2.1 -0.626
H -0.289 6.188 -3.445 0.6 -0.3 0.3 0.211
H -0.186 7.181 -5.676 -0.1 0.0 0.3 0.347
H 2.326 6.986 -6.609 -0.2 -0.1 0.0 0.370
H 3.730 5.634 -4.908 -0.1 -0.4 0.8 0.372
H 1.924 5.232 -2.719 0.2 -0.1 -0.1 0.394
N -7.364 -0.397 2.685 0.6 -1.3 0.7 -0.035
C -7.146 -1.450 1.795 -1.5 1.2 0.1 -0.411
C -6.533 -2.470 2.464 -0.1 0.0 -3.2 -0.340
C -6.196 -1.967 3.684 1.0 -1.7 3.3 -0.344
C -6.802 -0.798 3.911 -0.6 2.4 -1.2 -0.588
H -7.830 0.481 2.506 0.1 -0.4 0.0 0.191
H -7.610 -1.411 0.821 0.2 -0.1 0.0 0.383
H -6.375 -3.418 1.972 0.4 0.0 0.4 0.383
H -5.628 -2.492 4.438 -0.1 -0.1 0.1 0.395
H -6.852 -0.181 4.795 0.1 0.0 -0.2 0.369
N -3.975 -4.469 -4.605 0.1 0.4 0.1 -0.002
C -2.901 -3.787 -5.049 1.9 0.9 0.2 -0.441
C -2.332 -4.439 -6.128 0.1 1.5 0.6 -0.332
C -3.214 -5.453 -6.456 -0.3 -1.9 0.8 -0.491
C -4.150 -5.517 -5.439 -0.9 -1.1 -0.7 -0.392
H -4.417 -4.239 -3.726 -0.2 -0.3 -0.4 0.213
H -2.528 -2.921 -4.522 -0.1 -0.1 0.0 0.369
H -1.343 -4.230 -6.509 -0.3 0.2 -0.4 0.363
H -3.048 -6.260 -7.155 -0.2 0.2 -0.2 0.348
H -4.875 -6.294 -5.247 -0.1 0.2 -0.1 0.365

65
Properties=species:S:1:pos:R:3:forces:R:3:mulliken_charge:R:1 method="wB97M-V/def2-TZVPD" gap_ev=10.505 charge=0 lumo_ev=0.28 spin_multiplicity=1 homo_energy_ev=-10.223 de_lowest_kj_mol=124.5
C 1.137 -4.007 -3.309 0.6 -0.2 0.6 -1.373
C 1.977 -2.801 -3.695 0.3 0.2 0.3 1.082
C 3.486 -3.031 -3.647 0.2 -0.3 -0.7 -0.251
O 3.930 -2.527 -4.932 0.0 -0.2 0.6 -0.365
C 2.866 -2.336 -5.734 0.9 0.0 -0.9 0.616
O 2.960 -2.013 -6.881 -0.3 0.0 0.4 -0.570
O 1.735 -2.615 -5.092 -0.7 0.4 -0.1 -0.366
H 1.484 -4.522 -2.409 0.2 0.4 0.1 0.331
H 1.325 -4.718 -4.114 -0.5 -0.1 0.0 0.423
H 0.079 -3.809 -3.158 0.0 0.1 -0.4 0.318
H 1.821 -1.840 -3.194 -0.7 -0.3 0.1 -0.331
H 3.683 -4.105 -3.572 0.3 0.1 -0.1 0.227
H 4.040 -2.497 -2.884 -0.2 0.0 0.2 0.231
C 2.519 -2.290 2.931 -0.4 -0.7 -0.2 -1.315
C 3.756 -3.057 2.510 0.3 2.0 -0.5 0.488
C 3.665 -4.492 2.052 -0.3 -0.9 0.5 -0.446
O 4.179 -4.532 0.717 -0.2 0.6 0.5 -0.340
C 4.493 -3.262 0.338 0.7 -0.1 0.3 0.688
O 5.035 -3.005 -0.687 -0.4 0.1 -0.2 -0.554
O 4.205 -2.369 1.309 0.2 -0.6 -0.4 -0.366
H 2.696 -1.218 2.949 0.4 0.0 0.3 0.372
H 2.170 -2.663 3.897 -0.2 0.2 -0.1 0.403
H 1.747 -2.413 2.168 -0.1 -0.3 0.2 0.190
H 4.550 -2.898 3.247 -0.1 -0.2 0.0 0.296
H 2.659 -4.915 2.065 -0.1 0.2 -0.1 0.292
H 4.270 -5.101 2.726 0.1 -0.2 -0.4 0.280
C -0.356 -0.266 0.413 0.3 -2.1 0.8 -0.772
C -0.179 -0.138 -1.070 -0.5 1.1 -0.8 0.559
C -0.890 1.138 -1.617 0.2 -2.1 1.2 0.034
O 0.027 1.614 -2.588 -0.5 0.5 0.0 -0.403
C 1.240 1.030 -2.409 0.0 0.6 -0.3 0.679
O 2.239 1.338 -2.975 -0.1 0.1 -0.2 -0.569
O 1.159 0.067 -1.506 0.7 -0.8 1.1 -0.419
H 0.168 -1.138 0.830 0.4 0.1 -0.4 -0.023
H -1.370 -0.610 0.638 -0.3 0.8 -0.2 0.158
H -0.056 0.552 1.061 -0.2 0.5 -0.5 0.336
H -0.542 -0.967 -1.683 -0.1 -0.4 0.6 0.202
H -1.081 1.756 -0.740 0.2 0.9 -0.6 -0.088
H -1.834 0.734 -1.976 -0.1 0.9 -0.8 0.309
C -4.191 -0.131 1.824 -0.6 0.2 2.0 -1.245
C -5.165 0.766 1.114 1.3 -0.7 -2.4 0.386
C -5.594 2.045 1.810 -0.1 -1.5 0.6 -0.393
O -5.071 3.093 1.035 -0.1 0.8 0.7 -0.347
C -4.328 2.629 0.022 -0.1 -0.1 -0.6 0.702
O -3.727 3.323 -0.739 0.1 -0.1 0.2 -0.548
O -4.415 1.299 -0.035 0.0 -0.2 -0.2 -0.335
H -3.888 -1.042 1.319 -0.1 0.2 -0.4 0.355
H -4.693 -0.439 2.756 0.0 -0.3 -0.1 0.430
H -3.336 0.434 2.204 0.1 0.0 -0.4 0.174
H -5.951 0.170 0.646 -0.3 0.2 0.3 0.279
H -5.131 1.951 2.797 -0.3 0.9 0.1 0.310
H -6.679 2.084 1.856 0.0 0.4 0.2 0.291
C -0.908 5.421 0.332 -0.8 -0.2 -0.6 -1.221
C -0.427 4.970 1.688 0.6 0.0 -0.1 0.421
C -1.374 5.256 2.863 1.5 1.5 -0.3 -0.485
O -1.623 3.997 3.426 -0.7 0.0 0.4 -0.374
C -1.108 3.016 2.662 0.2 1.3 -0.8 0.672
O -1.407 1.881 2.788 0.1 -1.1 0.1 -0.519
O -0.265 3.529 1.724 -1.2 -0.5 0.4 -0.318
H -0.297 5.021 -0.475 0.1 0.0 0.1 0.320
H -1.021 6.493 0.150 0.6 0.1 0.6 0.378
H -1.939 5.085 0.172 0.1 -0.4 0.0 0.205
H 0.582 5.283 1.952 -0.1 0.6 -0.3 0.292
H -2.236 5.874 2.612 -0.5 -0.8 -0.2 0.301
H -0.800 5.918 3.518 -0.2 -0.5 0.6 0.307

55
Properties=species:S:1:pos:R:3:forces:R:3:mulliken_charge:R:1 method="wB97M-V/def2-TZVPD" gap_ev="5.421 / 5.453" charge=0 lumo_ev="0.75 / -2.30" spin_multiplicity=3 homo_energy_ev="-4.671 / -7.756" de_lowest_kj_mol=45.6
O 0.834 -1.845 -3.017 1.2 -1.1 -1.3 -0.503
C 2.198 -2.385 -2.871 0.1 0.3 0.7 -0.190
C 2.192 -3.124 -4.195 -0.7 0.5 0.3 -0.887
H 2.266 -3.052 -2.007 0.0 0.3 0.1 0.141
H 2.933 -1.578 -2.803 -0.1 -0.1 0.1 0.239
C 0.725 -2.625 -4.256 -0.1 -0.2 -0.7 1.550
H 2.291 -4.204 -4.102 0.1 0.1 -0.2 0.318
H 2.843 -2.682 -4.948 0.0 -0.3 0.0 0.301
C -0.268 -3.767 -4.132 -0.2 0.1 0.0 -1.731
H 0.005 -4.448 -3.317 -0.1 0.2 -0.1 0.361
H -0.268 -4.340 -5.067 0.0 0.1 0.2 0.432
H -1.278 -3.379 -3.958 0.1 -0.1 0.0 0.367
C 0.426 -1.732 -5.441 -0.2 0.0 0.0 -1.680
H 1.169 -0.934 -5.535 -0.1 -0.1 0.1 0.382
H -0.568 -1.288 -5.327 0.1 0.1 -0.1 0.371
H 0.437 -2.328 -6.360 0.0 0.1 0.1 0.391
Au -1.216 1.398 0.839 -0.4 -0.1 0.0 0.554
C -0.998 4.586 2.100 0.3 -0.8 -0.3 -0.652
C -0.430 3.495 3.009 0.0 0.5 -1.2 -0.068
C 0.208 2.517 2.008 -0.1 0.4 1.3 -0.899
H 0.363 3.966 3.618 0.0 -0.3 0.3 0.357
C 0.234 3.180 0.734 0.1 0.6 -1.1 -0.444
C -0.570 4.390 0.817 0.4 -0.2 0.1 -0.702
H -0.767 5.062 -0.014 0.0 -0.3 0.1 0.417
H -1.646 5.372 2.446 0.0 0.2 0.1 0.441
H 0.930 1.802 2.389 0.3 0.3 -0.2 0.631
H 0.910 2.937 -0.088 -0.2 0.2 0.3 0.475
C -3.455 1.363 2.752 0.5 -1.3 1.4 -0.124
C -3.665 1.269 1.351 0.3 -1.4 -0.3 -0.962
C -2.961 0.073 0.880 0.3 0.0 0.4 -0.261
H -4.344 1.882 0.757 0.4 -0.2 0.2 0.408
C -2.254 -0.475 2.047 -1.0 0.6 -1.6 -0.769
C -2.589 0.331 3.176 -1.8 1.2 0.4 -0.330
H -2.267 0.146 4.202 0.0 0.2 -0.5 0.398
H -3.962 2.064 3.409 0.4 0.0 -0.2 0.427
H -3.178 -0.460 -0.045 0.2 0.2 0.3 0.583
H -1.723 -1.421 2.073 0.0 0.3 -0.1 0.565
O 1.472 -2.783 0.290 0.5 1.9 0.3 -0.490
C 0.719 -1.625 -0.211 0.1 -0.1 0.2 0.468
C 1.711 -0.437 -0.349 0.0 -0.3 0.1 0.927
H -0.096 -1.343 0.484 0.4 -0.3 0.0 -0.534
H 0.286 -1.872 -1.184 0.0 -0.1 0.6 0.347
C 2.980 -0.910 0.419 -0.4 -0.1 -0.4 -0.675
H 1.269 0.483 0.068 0.3 -0.4 -0.1 -0.775
H 1.929 -0.271 -1.411 -0.1 0.2 0.4 0.146
C 2.487 -2.170 1.146 -0.8 0.1 0.1 -0.563
H 3.394 -0.131 1.073 -0.2 -0.4 0.0 0.402
H 3.748 -1.182 -0.311 0.0 0.0 0.1 0.223
H 2.000 -1.870 2.105 0.3 -0.3 -0.4 0.273
H 3.270 -2.901 1.349 -0.1 0.0 -0.1 0.370
C -1.533 3.490 5.133 -0.3 -0.2 -0.3 -0.856
O -1.389 2.886 3.853 0.7 0.1 0.8 -0.034
H -1.834 2.674 5.791 0.0 0.1 0.3 0.227
H -2.350 4.217 5.097 0.1 0.2 0.2 0.300
H -0.620 3.976 5.534 -0.3 -0.3 -0.4 0.335